Entry 1:
Here is a molecular structure, C33H30N3Pb from OMol25. Energies are from ωB97M-V with the def2-TZVPD basis set.

Output
ΔE to the lowest compared entry with this formula, charge and spin = 37.6 kcal/mol
Maximum force = 0.018 Eh/bohr
Orbital gap = 4.5 eV
Energy = -44423.4347 eV

Structure (ORCA input):
```
! RIJCOSX wB97M-V def2-TZVPD def2/J DEFGRID3
* xyz -1 1
H -2.73654 -0.25609 -1.21257
H -0.93494 -4.78735 1.68549
H -0.58079 4.23640 1.58806
N 2.97873 -1.29391 1.94099
H -2.48427 6.44182 0.64003
C -0.13557 -2.99497 2.65611
H -2.98654 -1.06716 0.75347
C 3.10188 -1.90017 -1.14125
C 2.13585 -0.85595 -0.85573
H -0.35468 -3.65431 -3.85479
C -0.56559 2.82124 -1.05456
C -2.26232 3.66504 0.40682
C -0.83662 1.35683 2.82224
C -0.20939 -3.98696 1.60513
N 0.29351 2.06459 -1.17765
C -0.90171 -2.92935 -3.26047
C -1.44924 4.98589 -1.52650
C 4.72057 -4.17685 -1.37539
C -2.78831 -1.52411 -2.91123
H 5.79839 -3.05676 -2.85720
C -0.26215 0.66011 1.77312
C -0.34034 -1.05084 -0.04458
C -2.18910 1.21441 3.13171
C 1.62035 -2.88525 0.41873
N -1.56526 3.67089 -0.88880
C -0.97489 -1.51884 -1.24755
C 4.97849 -3.04551 -2.14811
C 3.63431 -4.18811 -0.50437
H 0.79606 0.81697 1.55938
C 4.17178 -1.92200 -2.05303
C 1.69103 -1.78835 1.49437
Pb 2.64176 1.15317 -1.42962
C -0.77602 5.98620 -0.59467
H 0.66083 -2.81380 -1.83243
H -0.79021 -3.09328 3.51444
C -2.94059 0.34493 2.33514
C -1.58120 4.62185 1.37003
H 3.41289 -5.06939 0.08788
H -3.28967 3.98928 0.20812
H -2.46475 5.31441 -1.76631
H 5.35421 -5.05056 -1.46670
C -2.15225 -2.49028 -3.68424
H -0.90388 4.87100 -2.46199
H -0.77612 6.97532 -1.06036
H 3.61367 -1.22473 1.15055
C -1.47791 6.02335 0.76371
H -2.63895 1.75278 3.95659
C -2.37216 -0.35701 1.28605
H 0.93984 -1.40073 3.50631
H 2.85656 -0.33867 2.27056
C 0.69604 -3.99194 0.61646
C -2.22136 -1.04412 -1.74227
C -0.32447 -2.45689 -2.09533
H -0.93956 6.69077 1.44018
C 0.78996 -2.02908 2.63799
H -2.12964 4.64085 2.31194
C 2.83135 -3.06521 -0.40005
H -2.59898 -2.86218 -4.59787
H -3.99227 0.18891 2.55792
H -0.21701 2.02083 3.41180
C -0.98864 -0.25723 0.95174
H 0.73973 -4.81029 -0.09473
H 4.34679 -1.07907 -2.71486
H -3.74494 -1.12219 -3.23142
H 0.26965 5.69152 -0.46052
C 1.09981 -1.40337 0.10716
H -2.29519 2.64349 0.78688
*
```

Here are the Mulliken charges for atoms 1 to 2, given in e:
1 H 0.354
2 H 0.379

***

Entry 2:
Here is a molecular structure, C33H30N4O5RhS2 in a non-equilibrium geometry from OMol25. Energies are from ωB97M-V with the def2-TZVPD basis set.

Output
ΔE to the lowest compared entry with this formula, charge and spin = 0.3 kcal/mol
Maximum force = 0.022 Eh/bohr
Orbital gap (spin up / spin down) = 9.1 / 6.7 eV
Energy = -75575.2879 eV
<S²> = 6.0114

Structure (ORCA input):
```
! RIJCOSX wB97M-V def2-TZVPD def2/J DEFGRID3
* xyz 1 5
C -1.08516 -3.53756 2.42280
C 2.46393 0.25057 -2.63461
O -0.78398 -3.08738 -1.24994
C 4.52442 0.99257 -3.80442
H -2.97012 -3.94016 3.36456
H 1.30909 -0.06889 4.11504
C -2.12567 -3.26634 3.29859
C -0.51464 2.59801 1.74795
H -6.33745 -1.53940 2.73038
H 0.70183 2.17089 4.88361
H -0.21491 2.53426 0.70902
C -3.50140 -0.61039 1.16532
C 6.17632 2.89664 -4.97604
O -0.98377 1.01704 -1.68526
C 6.64679 1.60719 -4.74579
C 5.82440 0.66183 -4.16193
H 3.02554 2.54384 -3.82014
C -5.67775 -0.73305 2.41258
N 7.75132 4.68445 -5.97997
C -0.00820 2.37560 4.08916
C -4.76907 -1.17806 1.30218
H -1.46022 0.05230 -4.25401
C -5.16932 -2.15406 0.39476
H -3.04612 -0.63783 -3.72266
H -3.16488 0.13776 1.86876
C 0.39182 2.27801 2.75856
H 6.21725 -0.32968 -3.98852
H -1.66718 -0.54333 0.06210
H -6.14195 -2.61969 0.50181
H -1.59343 2.86101 5.44656
H 7.65944 1.34797 -5.02188
C 4.00511 -1.28993 -2.90004
H 2.80958 -2.81718 -1.86160
H -2.89101 -1.90474 4.76927
Rh 0.04118 -0.97118 -1.03095
H -1.11150 -4.41814 1.79571
C -2.19260 3.10024 3.39928
H -3.19069 3.43858 3.64833
H 0.83784 -2.93293 1.69850
C -2.02279 -0.40127 -3.43607
C 7.04651 3.89019 -5.54094
H 4.48883 4.21356 -4.83611
C 1.78621 1.86237 2.41352
C 0.00904 -2.68698 2.35642
C -2.66055 -1.00378 0.14686
C -2.03628 0.97018 -2.34690
H -6.30459 0.09592 2.07614
C 4.04321 2.27108 -4.06145
H 2.19267 -1.47586 3.49815
C 2.94987 -1.81456 -2.22873
O -3.04609 1.60000 -2.46157
C -3.08372 -1.97607 -0.75404
N 1.99590 -0.83688 -2.06721
S -1.97860 -2.61545 -1.97809
C 0.09323 -1.57933 3.19845
H -2.47930 3.29978 1.27823
C -1.29670 2.77827 4.40855
N 3.69127 0.02925 -3.15932
C -0.97257 -1.29184 4.04433
C -1.79526 3.01953 2.07039
H 4.92251 -1.75437 -3.20915
H 2.17953 2.44257 1.57851
H 1.93511 1.18761 -2.66615
C 4.86447 3.21875 -4.64102
C -2.07565 -2.13103 4.09305
O -2.67631 -3.54638 -2.80006
H 2.47244 1.94757 3.25771
C 1.36360 -0.79408 3.30583
N -1.31845 -1.37330 -2.78406
S 1.96496 0.13349 1.81532
H -5.10281 -0.38605 3.27137
O 0.95527 0.04954 0.68985
H -4.63215 -3.32194 -1.34335
H -0.92141 -0.43157 4.70058
C -4.33622 -2.55783 -0.63613
*
```

Here are the Mulliken charges for atoms 1 to 2, given in e:
1 C -0.658
2 C -0.681

***

Entry 3:
Here is a molecular structure, C33H30N4O6S2TeW from OMol25. Energies are from ωB97M-V with the def2-TZVPD basis set.

Output
ΔE to the lowest compared entry with this formula, charge and spin = 0.7 kcal/mol
Maximum force = 0.019 Eh/bohr
Orbital gap (spin up / spin down) = 5.1 / 5.1 eV
Energy = -83744.6690 eV

Structure (ORCA input):
```
! RIJCOSX wB97M-V def2-TZVPD def2/J DEFGRID3
* xyz 0 1
H -1.72905 2.49053 -2.01134
C -4.34811 -1.90504 -1.10987
C -4.09260 -2.67331 2.33736
C 2.09350 4.76108 -2.09591
H -4.81436 0.02448 -0.35069
C 5.25601 -1.25557 0.17091
O -6.64259 -1.49556 -0.82597
H 3.74306 3.07104 0.21807
C 2.62961 6.16367 -2.01830
C -1.09852 2.91981 -1.23183
C -4.01200 -0.65444 -0.60810
C 0.93983 2.83805 2.07002
H -2.40416 0.62384 0.02602
H 3.38775 0.51927 -2.74043
C -3.84786 -5.20519 1.16230
H 3.74934 -1.41148 3.96530
H -1.55078 3.84722 -0.88105
C 1.09214 2.13995 -2.26473
C -5.22573 -3.44827 2.09017
H 0.20484 5.23869 -1.21671
H 4.24881 1.81368 -3.59677
H -5.99832 -5.23701 1.24815
H 2.44728 4.36392 1.93217
C 2.85268 3.74031 -2.65781
H 5.42298 -1.64730 -0.83123
H -6.19264 -3.02353 2.32053
C -5.10413 -4.68045 1.49227
C 4.29917 -1.33568 3.02997
C -2.01415 -2.36429 -1.23359
O -0.91337 -4.33604 -2.00156
H 2.84087 1.02530 -4.31470
C 2.11089 3.39628 1.58554
O -0.64874 -2.65604 1.16610
S 1.71796 -1.64908 2.14203
H 5.58500 -0.21277 0.18053
N -1.74758 -1.03490 2.31183
H 5.02202 -2.15278 2.99194
H 4.85929 -0.39849 3.03788
C -2.68965 -0.33107 -0.39261
O -5.96674 -3.56478 -1.47459
C 2.37705 2.43791 -2.75447
H -1.75583 -4.80066 1.06917
H -1.23435 1.33219 2.91599
N 1.23154 0.89554 0.67035
N -1.69861 -1.19479 -0.64809
H 2.01647 6.78727 -1.36872
H -3.76832 -6.17257 0.68771
O -4.29012 -1.47043 2.89785
C 0.30108 3.16333 -1.72579
C 0.54481 1.59546 1.60727
C 2.83198 2.68397 0.64969
Te 0.32420 0.17121 -2.44206
C -0.84719 -3.24704 -1.51384
H 3.84476 3.96533 -3.03622
H -3.44284 -0.98648 2.91410
C -0.59222 0.90901 2.15355
H -1.10354 2.20453 -0.40686
H -3.52829 -3.72197 -1.90782
C 3.80695 -1.36068 0.55051
H 0.33711 3.33769 2.81558
W 0.43614 -1.18696 0.13762
C 3.26557 1.39568 -3.38062
C -1.69051 -2.27499 1.83865
H 5.88709 -1.80577 0.86838
H 3.65361 6.17725 -1.64195
C -2.82543 -3.15957 1.94878
C -3.30965 -2.75126 -1.48450
C -5.82988 -2.37313 -1.15519
C 3.37009 -1.39020 1.85012
H 2.64299 6.62605 -3.00715
C -2.72945 -4.44637 1.37981
H 2.88982 0.91492 -0.54842
C 2.35638 1.46057 0.20957
C 0.82024 4.45225 -1.64101
N -0.75318 -0.30124 1.76364
S 2.68048 -1.49651 -0.71581
O 0.31906 -2.67355 -1.17114
*
```

Here are the Mulliken charges for atoms 1 to 2, given in e:
1 H 0.386
2 C 0.226